Record 1
DFT (ωB97M-V/def2-TZVPD) results for C33H36NO10P2Zn as an isolated structure at a distorted geometry.

Computed properties:
HOMO = -0.2061 hartree
LUMO energy = 2.364 eV
orbital gap = 7.97 eV
charge = -1
molecular weight = 734.0 g/mol

```
83
C33H36NO10P2Zn | the OMol25 dataset | ωB97M-V/def2-TZVPD
Zn 0.86235 -0.25169 -1.44528
N 3.39935 -2.56059 -3.10068
C 2.95055 -2.76399 -1.69728
C 3.61495 -3.95259 -1.06338
P 1.13065 -2.95839 -1.90988
O 1.24915 -4.16179 -3.06718
O 0.36395 -3.48129 -0.77408
O 0.74805 -1.73469 -2.70378
P 3.60435 -1.10689 -1.08528
O 3.43555 -1.02329 0.46952
O 5.02935 -1.18939 -1.51678
O 2.76995 -0.07509 -1.81018
H 3.41755 -3.42329 -3.64438
H 4.31235 -2.05209 -2.98448
H 2.67995 -1.91539 -3.48068
H 3.55505 -4.82329 -1.71878
H 3.09245 -4.18529 -0.13878
H 4.65705 -3.72699 -0.83948
H 0.56635 -4.78669 -2.83808
H 2.44325 -0.78019 0.60472
C -3.60355 -1.72859 -1.44178
C -2.46425 -0.71159 -1.62958
C -2.12445 -0.55299 -3.10828
O -2.87315 0.53681 -1.07478
C -1.86285 0.96701 -0.16798
C -1.39575 -0.41319 0.33352
O -1.33615 -1.13009 -0.88478
C -0.11675 -0.63819 1.16692
O 0.99925 -0.45519 0.38252
C -0.10295 0.26911 2.40442
C 1.12105 0.73501 2.86832
C 1.21365 1.44051 4.05212
C 0.07815 1.69851 4.79782
C -1.14875 1.25271 4.33902
C -1.23885 0.53331 3.16052
C -0.10965 -2.04029 1.81772
C 1.11465 -2.57729 2.20202
C 1.19805 -3.78659 2.86712
C 0.05145 -4.49449 3.17432
C -1.17305 -3.96759 2.81372
C -1.25235 -2.75319 2.15462
C -0.82515 1.89841 -0.87168
O -0.03055 1.24921 -1.78908
C -1.56205 3.00381 -1.64728
C -2.87255 3.40561 -1.43018
C -3.43595 4.40841 -2.20398
C -2.70025 5.03181 -3.19448
C -1.39005 4.64061 -3.41258
C -0.83045 3.63891 -2.64568
C -0.03665 2.65071 0.20602
C 1.34945 2.61301 0.22232
C 2.06195 3.33691 1.16262
C 1.40125 4.12031 2.09032
C 0.01905 4.18071 2.06872
C -0.69215 3.45601 1.13122
H -4.50095 -1.37599 -1.94318
H -3.81325 -1.85519 -0.38238
H -3.28775 -2.68149 -1.85768
H -3.01825 -0.26369 -3.65558
H -1.71915 -1.48169 -3.49558
H -1.37055 0.22391 -3.20028
H -2.36915 1.51141 0.63422
H -2.25805 -0.78879 0.90752
H 2.00355 0.54381 2.28062
H 2.17985 1.77751 4.39812
H 0.14745 2.23851 5.73162
H -2.04465 1.45101 4.91372
H -2.20845 0.17891 2.84252
H 2.02435 -2.04719 1.98182
H 2.16645 -4.17289 3.15722
H 0.10705 -5.44059 3.69362
H -2.08445 -4.50169 3.05172
H -2.23535 -2.38659 1.90602
H -3.48415 2.92711 -0.68258
H -4.46285 4.70431 -2.03308
H -3.14315 5.81841 -3.79088
H -0.80525 5.12051 -4.18558
H 0.17985 3.30211 -2.81728
H 1.86325 2.00711 -0.50648
H 3.14125 3.28791 1.16782
H 1.95745 4.69561 2.81792
H -0.50705 4.80161 2.78142
H -1.76955 3.54111 1.11482
```

=====

Record 2
DFT (ωB97M-V/def2-TZVPD) results for C33H37BaNO3PSbSe2 as an isolated structure at a distorted geometry.

Computed properties:
HOMO = -0.2862 hartree
LUMO energy = 0.256 eV
orbital gap = 8.04 eV
molecular weight = 943.6 g/mol

```
79
C33H37BaNO3PSbSe2 | the OMol25 dataset | ωB97M-V/def2-TZVPD
Ba -0.05988 -0.25639 -0.48878
Se -1.08365 -1.24314 -3.47356
P 0.64549 -2.55309 -3.41129
Se 2.02379 -2.35955 -1.74763
C 1.55155 -2.34431 -4.96973
C 0.93859 -2.74891 -6.15725
C 1.57757 -2.56935 -7.37150
C 2.83597 -1.97500 -7.41435
C 3.44629 -1.56861 -6.23876
C 2.80753 -1.75585 -5.01548
C 0.08519 -4.27824 -3.47162
C 1.01105 -5.28075 -3.76352
C 0.61918 -6.60867 -3.78352
C -0.70062 -6.95252 -3.50313
C -1.62092 -5.96011 -3.20717
C -1.23048 -4.62360 -3.19364
H -0.04647 -3.20129 -6.13240
H 1.09409 -2.88916 -8.28577
H 3.33858 -1.83360 -8.36292
H 4.42528 -1.10666 -6.26179
H 3.28491 -1.45589 -4.09146
H 2.04372 -5.02274 -3.97068
H 1.34372 -7.37854 -4.01717
H -1.00289 -7.99248 -3.51932
H -2.65089 -6.21915 -2.99382
H -1.94436 -3.83803 -2.98198
O -0.42723 1.52738 3.66826
C 0.92277 1.34004 3.24483
C 0.79612 0.68827 1.86084
O 1.12368 1.27897 0.77890
O 0.20000 -0.43918 1.88324
C 1.57871 2.71310 3.29608
C 2.64761 3.07393 2.48235
C 3.25261 4.31668 2.61990
C 2.80060 5.21927 3.57245
C 1.73520 4.86516 4.38888
C 1.12984 3.62267 4.25355
C 1.65978 0.32642 4.12584
C 1.07159 -0.24007 5.24019
C 1.77279 -1.17812 5.99709
C 3.05911 -1.54596 5.63492
C 3.65387 -0.96831 4.51652
C 2.95533 -0.03358 3.77068
H -0.85544 0.65961 3.63793
H 3.00083 2.40215 1.71315
H 4.07715 4.58124 1.97015
H 3.27482 6.18685 3.67817
H 1.37126 5.55709 5.13859
H 0.30153 3.35842 4.89412
H 0.07455 0.05327 5.54455
H 1.30683 -1.61789 6.87003
H 3.60802 -2.27646 6.21584
H 4.65875 -1.24126 4.22000
H 3.42832 0.41180 2.90008
N -3.83336 -2.26363 -0.62119
C -2.95702 -1.56044 -0.33344
H -4.56801 -2.85747 -0.94282
C -0.82361 4.87808 -0.09942
C -1.43074 4.09110 1.05913
Sb -2.15021 2.18180 0.49346
C -3.58211 2.80113 -0.95477
C -4.49215 1.64741 -1.37114
C -3.51458 1.94544 2.10776
C -3.88048 0.51120 2.47679
H -0.36909 5.80762 0.25038
H -1.56261 5.14708 -0.85800
H -0.03338 4.32036 -0.60877
H -2.27636 4.61319 1.51293
H -0.69288 3.91863 1.84783
H -3.04227 3.21548 -1.80761
H -4.13797 3.62757 -0.50369
H -3.93129 0.85098 -1.86634
H -5.27430 1.96734 -2.06252
H -4.99538 1.18758 -0.51499
H -4.39598 2.53581 1.84416
H -3.03173 2.44872 2.94891
H -4.41759 -0.00197 1.67671
H -4.51839 0.46820 3.36262
H -2.99980 -0.10706 2.67511
```

=====

Record 3
DFT (ωB97M-V/def2-TZVPD) results for C33H37BaNO3PSbSe2 as an isolated structure at a distorted geometry.

Computed properties:
HOMO = -0.2818 hartree
LUMO energy = 0.281 eV
orbital gap = 7.95 eV
molecular weight = 943.6 g/mol

```
79
C33H37BaNO3PSbSe2 | the OMol25 dataset | ωB97M-V/def2-TZVPD
Ba 1.61536 -0.81845 0.08828
Se 1.38658 0.85556 2.56071
P 3.49848 0.82765 2.14664
Se 4.10876 0.97210 0.09145
C 4.33696 2.15594 3.06956
C 3.63046 3.19405 3.65947
C 4.31438 4.20296 4.32368
C 5.69815 4.17241 4.39340
C 6.40632 3.14195 3.78838
C 5.72894 2.13352 3.12438
C 4.17820 -0.69353 2.90209
C 3.99642 -0.87152 4.27288
C 4.40589 -2.04824 4.87491
C 4.98607 -3.05501 4.11283
C 5.17567 -2.87610 2.75188
C 4.77540 -1.69197 2.14411
H 2.54919 3.20211 3.60404
H 3.76411 5.01506 4.78091
H 6.22802 4.96149 4.91159
H 7.48769 3.12980 3.82912
H 6.27397 1.33284 2.63879
H 3.51912 -0.08982 4.85157
H 4.26387 -2.18498 5.93906
H 5.29431 -3.97908 4.58457
H 5.63540 -3.65340 2.15538
H 4.95029 -1.53960 1.08489
O -1.91389 -1.07596 -1.48322
C -1.17287 -2.17356 -1.98460
C 0.03833 -2.31530 -1.01627
O -0.23270 -2.12676 0.19627
O 1.19562 -2.47351 -1.44219
C -2.00797 -3.45215 -1.89452
C -1.41112 -4.70630 -1.80860
C -2.18922 -5.85139 -1.73155
C -3.57184 -5.75606 -1.70019
C -4.17240 -4.50763 -1.75920
C -3.39514 -3.36437 -1.86634
C -0.72105 -1.88321 -3.40228
C -0.98123 -0.64642 -3.97917
C -0.58926 -0.37970 -5.28357
C 0.09889 -1.33221 -6.01656
C 0.38411 -2.55950 -5.43470
C -0.03195 -2.83881 -4.14432
H -1.90393 -1.20225 -0.52148
H -0.33151 -4.79212 -1.77196
H -1.71022 -6.82083 -1.68000
H -4.17946 -6.64780 -1.61785
H -5.24989 -4.41671 -1.70952
H -3.86145 -2.38986 -1.91793
H -1.49894 0.11135 -3.40506
H -0.82156 0.58137 -5.72483
H 0.41931 -1.12024 -7.02828
H 0.93252 -3.30855 -5.99171
H 0.18649 -3.80856 -3.72385
N 1.14818 2.72156 -0.78862
C 0.68507 1.70393 -1.10598
H 1.41224 3.64445 -0.51408
C -4.41227 4.49339 -1.33291
C -2.92206 4.18368 -1.24731
Sb -2.35851 2.05286 -1.11722
C -4.32445 1.16194 -1.50940
C -5.17022 0.84060 -0.28271
C -2.27633 1.93336 1.06972
C -3.13452 2.91128 1.86186
H -4.57432 5.56615 -1.46824
H -4.93180 4.18876 -0.42313
H -4.87697 3.98609 -2.17836
H -2.48014 4.68725 -0.38534
H -2.41018 4.56330 -2.13374
H -4.08472 0.25210 -2.05799
H -4.85533 1.83016 -2.18773
H -4.59801 0.26992 0.45078
H -6.04414 0.24341 -0.55674
H -5.53067 1.75120 0.19620
H -1.22231 2.08880 1.31225
H -2.51029 0.89899 1.33433
H -2.89317 3.94243 1.60389
H -2.95223 2.78982 2.93277
H -4.19858 2.75589 1.68662
```

=====

Energy above the lowest of the compared OMol25 structures with the same formula, charge and spin? In order: 0.7, 0.0, 39.3 kcal per mole.